# 1
C4H10N4 | ωB97M-V with the def2-TZVPD basis set

Each line ends with the natural charge from an NBO analysis.
Cartesian coordinates (Å):
C1 -0.8647 -0.6774 -0.0760  0.208
C2 2.8996 0.2334 0.5119  -0.448
C3 -1.6039 -1.4076 -1.1140  -0.757
C4 -1.4949 1.6113 0.3268  -0.432
N1 1.2089 -1.2627 -0.0096  0.145
N2 0.7255 0.9388 0.2590  0.179
N3 1.5269 -0.1126 0.1834  0.038
N4 -0.4635 0.6003 0.0915  0.008
H1 -0.7844 -1.2816 0.9225  0.348
H2 2.9989 -0.0898 1.6214  0.293
H3 2.9778 1.2885 0.2761  0.278
H4 3.4976 -0.5440 0.0992  0.287
H5 -1.2484 -2.4483 -1.3107  0.349
H6 -2.6881 -1.4978 -0.8579  0.335
H7 -1.7036 -0.9912 -2.1216  0.300
H8 -1.9391 1.7575 -0.6074  0.278
H9 -2.1343 1.3578 1.1655  0.294
H10 -0.9103 2.5254 0.6400  0.296

Forces on the atoms, in the same order (eV/Å):
3.06 -5.90 1.05
0.43 -0.68 2.79
-1.67 -0.01 -1.49
1.63 2.33 1.43
-3.98 0.29 -0.76
-2.82 1.82 0.01
2.84 -2.25 0.11
0.35 1.62 0.76
-0.40 1.18 -1.13
-0.17 1.41 -1.34
0.93 -0.11 0.11
0.87 0.10 -1.19
0.04 0.64 0.91
0.59 -0.15 0.53
0.70 0.67 0.23
-1.31 0.36 -1.31
-0.30 -0.53 -0.18
-0.80 -0.79 -0.53

- Frontier orbital gap (spin up / spin down): 8.015 / 8.016 eV
- Energy above the lowest of the compared OMol25 structures with the same formula, charge and spin: 196.3 kcal/mol
- Total energy: -10244.8301 eV
- LUMO level (spin up / spin down): -12.468 / -12.468 eV
- E_HOMO (spin up / spin down): -20.48 / -20.48 eV
- Spin multiplicity: 1
- Net charge: +2

# 2
C40H98F3N4O33P5 | ωB97M-V with the def2-TZVPD basis set

Each line ends with the Löwdin charge.
Cartesian coordinates (Å):
O1 -0.3724 -6.3226 4.7608  0.149
C1 0.5837 -5.5732 4.8839  -0.464
O2 1.6073 -5.7377 5.7877  0.071
C2 2.1484 -4.4214 5.9384  -0.047
C3 1.9597 -3.8510 4.4850  -0.353
F1 3.0692 -4.3183 3.9018  0.070
O3 0.8682 -4.5108 4.0590  0.112
H1 1.5793 -3.8918 6.7024  0.136
H2 3.2107 -4.4042 6.1820  0.138
H3 1.9079 -2.7622 4.4849  0.175
O4 -6.6601 -4.6158 3.5126  0.157
C4 -5.4639 -4.5697 3.3737  -0.615
O5 -4.7292 -5.3660 2.6705  0.119
C5 -3.4520 -4.8251 2.5547  -0.090
C6 -3.4113 -3.8648 3.6566  -0.266
F2 -2.8410 -2.6058 3.2777  0.022
O6 -4.7400 -3.6615 3.9877  0.169
H4 -2.6313 -5.5423 2.5422  0.154
H5 -3.4774 -4.2460 1.6316  0.109
H6 -2.8277 -4.3387 4.4459  0.169
O7 -4.4090 3.5228 -5.6293  0.175
C7 -4.3793 2.3495 -5.8872  -0.520
O8 -4.5815 1.6913 -7.1040  0.033
C8 -4.7966 0.3297 -6.8895  -0.063
C9 -3.8077 0.2048 -5.6382  -0.296
F3 -2.5871 0.0983 -6.1789  0.092
O9 -4.0253 1.4432 -4.9924  0.135
H7 -5.8314 0.2204 -6.5652  0.136
H8 -4.3964 -0.2755 -7.7030  0.140
H9 -4.1025 -0.5806 -4.9423  0.118
C10 -4.6829 -1.3520 0.3427  -0.127
O10 -5.4784 -2.2008 -0.4749  -0.189
P1 -5.5131 -1.8180 -2.0571  0.525
O11 -4.2723 -1.1396 -2.6705  -0.275
O12 -5.9014 -3.1881 -2.7760  -0.237
C11 -5.6908 -3.2812 -4.1983  -0.078
O13 -6.8743 -0.9290 -2.1071  -0.219
C12 -6.9748 0.4030 -1.6679  -0.101
H10 -4.1146 -1.9376 1.0653  0.073
H11 -5.2377 -0.6277 0.9391  0.076
H12 -4.0944 -0.6353 -0.2302  0.070
H13 -6.5828 -3.3932 -4.8147  0.096
H14 -5.0197 -4.0753 -4.5257  0.096
H15 -5.2987 -2.3413 -4.5868  0.056
H16 -7.5831 1.0685 -2.2804  0.098
H17 -5.9762 0.8395 -1.6458  0.084
H18 -7.2295 0.3805 -0.6084  0.086
C13 5.9034 6.5000 0.5684  -0.126
O14 5.2335 5.2708 0.5843  -0.237
P2 5.1011 4.4322 2.0154  0.469
O15 4.8141 5.3124 3.1354  -0.222
O16 3.7344 3.4623 1.7853  -0.269
C14 2.9781 2.9254 2.8777  -0.107
O17 6.2883 3.4406 2.1637  -0.177
C15 6.9711 2.9752 1.0084  -0.098
H19 5.4322 7.2165 -0.1044  0.085
H20 6.8945 6.2752 0.1744  0.089
H21 5.8270 7.0463 1.5085  0.088
H22 2.1767 2.2020 2.7270  0.085
H23 2.6001 3.7228 3.5174  0.081
H24 3.7236 2.4015 3.4758  0.081
H25 7.4708 2.0451 1.2791  0.085
H26 7.8476 3.5779 0.7703  0.092
H27 6.3864 2.6936 0.1326  0.094
C16 8.1311 -2.0899 1.0169  -0.091
O18 6.7412 -1.7730 1.0170  -0.216
P3 5.6905 -2.7152 1.7596  0.571
O19 4.8689 -1.8618 2.7421  -0.291
O20 4.8553 -3.3307 0.4411  -0.242
C17 3.8916 -2.4497 -0.1307  -0.113
O21 6.4963 -4.0661 2.3362  -0.238
C18 6.3412 -4.4282 3.7116  -0.118
H28 8.7864 -1.3222 1.4283  0.086
H29 8.3929 -2.1887 -0.0366  0.087
H30 8.3185 -2.9778 1.6207  0.078
H31 3.5811 -1.6733 0.5685  0.083
H32 3.0533 -3.0180 -0.5338  0.073
H33 4.4086 -2.0659 -1.0102  0.081
H34 6.1833 -3.5767 4.3734  0.082
H35 7.2386 -4.9018 4.1095  0.086
H36 5.5627 -5.1638 3.9142  0.079
C19 4.2988 6.5126 -3.8313  -0.087
O22 2.8474 6.5451 -3.7773  -0.207
P4 1.9869 5.2891 -3.2978  0.392
O23 0.5482 5.2944 -3.8093  -0.262
O24 2.9304 4.0390 -3.7576  -0.265
C20 3.2554 3.8952 -5.1698  -0.079
O25 2.1037 5.3276 -1.7681  -0.187
C21 1.8083 4.1753 -0.9942  -0.076
H37 4.6463 6.3454 -4.8508  0.081
H38 4.6746 5.6202 -3.3307  0.078
H39 4.8593 7.3213 -3.3626  0.089
H40 2.7772 2.9831 -5.5267  0.095
H41 4.3374 3.7840 -5.2396  0.079
H42 3.0323 4.8331 -5.6784  0.086
H43 1.0548 4.3412 -0.2243  0.083
H44 2.6797 3.7414 -0.5038  0.078
H45 1.3784 3.4570 -1.6922  0.080
C22 -7.5500 2.4151 2.5176  -0.110
O26 -6.3380 1.7403 2.7310  -0.243
P5 -5.5168 1.9603 4.0728  0.531
O27 -5.2364 3.3852 4.4934  -0.259
O28 -6.2673 1.0122 5.1670  -0.213
C23 -6.4808 -0.3032 4.8993  -0.137
O29 -4.1226 1.1026 3.6780  -0.233
C24 -3.2733 1.2629 2.5609  -0.108
H46 -8.3301 1.6824 2.3104  0.092
H47 -7.5674 3.0911 1.6627  0.085
H48 -7.7940 3.0128 3.3958  0.092
H49 -5.5845 -0.8169 5.2470  0.096
H50 -6.6662 -0.4286 3.8326  0.089
H51 -7.3405 -0.5415 5.5257  0.103
H52 -2.9554 2.2938 2.4052  0.087
H53 -3.8153 0.9612 1.6646  0.057
H54 -2.4831 0.5127 2.5316  0.081
C25 -0.7763 1.0454 -0.3879  -0.095
O30 0.2025 0.0256 -0.3246  -0.182
C26 -0.1788 -1.3163 -0.6299  -0.150
C27 -0.8169 -2.0705 0.5982  -0.404
C28 0.1183 -2.8190 1.5580  -0.033
N1 -1.8746 -2.9309 0.2298  0.059
H55 -0.5703 1.9668 0.1568  0.083
H56 -1.7621 0.6755 -0.1061  0.065
H57 -0.9176 1.3690 -1.4191  0.088
H58 -0.8155 -1.4485 -1.5047  0.116
H59 0.7037 -1.8025 -1.0457  0.107
H60 -1.3449 -1.3644 1.2390  0.114
H61 0.6983 -3.5244 0.9630  0.054
H62 -0.3591 -3.6676 2.0480  0.065
H63 0.7570 -2.1975 2.1856  0.086
H64 -2.4453 -2.4625 -0.4593  0.062
H65 -1.4879 -3.6809 -0.3252  0.042
C29 -0.7065 6.3462 1.7287  -0.080
O31 -2.0509 6.7093 2.1619  -0.230
C30 -3.0387 5.6439 2.2593  -0.161
C31 -4.3732 6.2929 1.7403  -0.382
C32 -4.9769 7.3136 2.7445  -0.068
N2 -5.3480 5.1878 1.7448  0.007
H66 -0.0359 7.1640 1.9926  0.084
H67 -0.8326 6.2036 0.6554  0.083
H68 -0.3191 5.4738 2.2548  0.073
H69 -2.8718 4.9505 1.4350  0.106
H70 -3.0475 5.2168 3.2620  0.125
H71 -4.3789 6.6514 0.7110  0.138
H72 -4.3279 8.1891 2.7234  0.067
H73 -4.9768 6.8695 3.7399  0.079
H74 -5.9991 7.6314 2.5392  0.067
H75 -5.4603 4.6089 2.5648  0.025
H76 -6.1991 5.6854 1.5258  0.057
C33 0.1142 -5.4602 -1.0656  -0.074
O32 -1.2564 -5.6142 -0.5758  -0.214
C34 -2.2061 -5.7198 -1.5930  -0.202
C35 -3.6291 -5.7336 -1.0938  -0.435
C36 -4.2266 -6.8577 -0.2631  -0.049
N3 -4.6539 -5.5275 -2.1089  0.051
H77 0.8298 -5.4836 -0.2437  0.081
H78 0.4261 -4.5359 -1.5518  0.078
H79 0.3607 -6.2641 -1.7592  0.089
H80 -2.0186 -4.8615 -2.2382  0.130
H81 -2.0891 -6.6973 -2.0610  0.132
H82 -3.7736 -4.8914 -0.4172  0.103
H83 -3.6662 -7.0993 0.6401  0.077
H84 -4.1147 -7.6930 -0.9543  0.082
H85 -5.2950 -6.7081 -0.1072  0.085
H86 -4.7009 -4.5609 -2.3979  0.022
H87 -5.5823 -5.7291 -1.7661  0.072
C37 5.3855 0.3469 -3.3990  -0.110
O33 6.3632 -0.4162 -4.1004  -0.174
C38 7.6226 0.2466 -4.0549  -0.201
C39 8.7622 -0.8365 -3.8176  -0.360
C40 10.1896 -0.2530 -3.5139  -0.052
N4 8.7076 -1.7413 -5.0365  0.018
H88 5.1638 1.3572 -3.7429  0.077
H89 5.6196 0.5550 -2.3549  0.075
H90 4.4450 -0.2013 -3.3436  0.087
H91 7.7703 1.0462 -4.7808  0.128
H92 7.7355 0.8017 -3.1236  0.096
H93 8.3891 -1.4523 -2.9992  0.113
H94 10.7140 -1.0591 -3.0008  0.064
H95 10.1264 0.5736 -2.8062  0.065
H96 10.7255 -0.0026 -4.4295  0.073
H97 9.1154 -2.6651 -5.0160  0.057
H98 7.7505 -1.8889 -5.3233  0.049

Forces on the atoms, in the same order (eV/Å):
2.36 2.28 0.19
-0.95 -2.69 -0.22
-1.16 0.75 -0.46
-0.07 0.90 -0.33
1.37 -0.02 4.08
1.04 0.00 -1.99
-2.13 -0.75 -0.59
-0.03 0.08 0.00
-0.21 -0.42 0.04
-0.20 -0.13 -0.71
0.91 -0.28 -0.38
-4.08 0.05 0.82
-0.17 -2.55 -0.97
0.80 0.71 -2.42
1.75 1.61 0.69
-0.74 -1.85 0.68
1.32 1.63 1.18
-0.39 -0.16 0.06
0.68 -0.12 -0.27
0.03 1.02 0.70
-0.49 -1.58 -1.21
0.44 1.49 -0.94
-0.49 2.76 -0.25
1.63 0.08 2.55
-3.23 -0.48 -1.05
1.03 -0.03 0.57
0.91 -1.65 0.73
-0.07 -0.71 -0.40
-0.54 0.16 -0.05
0.85 0.03 0.13
0.33 1.23 1.02
0.28 -0.12 -1.86
1.15 2.32 -0.35
-3.01 -1.67 1.83
-0.42 0.77 -0.01
0.08 0.94 -1.50
0.55 -1.78 -1.41
1.69 0.73 1.22
0.22 -0.06 -0.45
-1.03 -0.43 0.09
0.68 -0.64 -0.35
-0.63 -0.31 0.89
0.12 -0.12 0.85
0.38 -0.02 0.29
-0.33 -0.66 -0.02
0.18 0.26 -0.33
-0.74 0.20 -0.09
0.35 1.05 -0.24
-1.15 -2.87 1.60
-4.39 0.76 -0.97
0.83 0.29 0.68
1.36 0.91 -1.73
1.70 0.43 1.84
0.41 -0.01 -0.63
1.67 -1.54 -0.16
-0.33 -0.51 -0.49
0.32 0.59 0.48
0.62 -0.49 0.37
0.16 0.27 -1.36
-0.09 0.18 -0.21
-0.21 -0.27 0.40
-0.33 -0.23 0.40
-0.51 0.71 -0.21
-0.45 0.67 0.19
0.66 -0.19 -0.45
0.23 -0.51 0.93
-2.52 0.53 0.81
1.96 -2.77 -2.29
1.22 -0.01 3.09
0.45 0.16 -0.96
-1.34 2.07 -0.88
0.13 -0.15 1.30
-0.59 0.50 0.14
0.29 -0.44 0.14
0.08 -0.13 -0.48
-0.12 -0.04 -0.17
-0.08 -0.17 0.51
-0.26 0.69 0.00
-0.26 0.23 -0.35
0.41 0.08 -0.68
-0.34 0.20 -0.64
0.23 -1.49 0.19
0.73 0.52 0.00
-2.75 -0.11 -3.22
3.76 -0.10 0.97
-0.59 0.47 0.20
0.25 0.22 0.97
0.93 0.40 1.77
-0.65 -1.31 -0.16
-0.32 0.58 -0.21
-0.21 -0.11 0.32
-0.93 0.54 -0.12
-0.18 0.45 -0.30
0.05 -0.21 0.13
-0.50 -0.40 -0.40
0.05 0.62 -0.13
0.19 0.35 -0.25
-0.01 -0.45 0.31
-1.38 0.56 0.11
0.93 -0.17 -0.23
2.81 0.38 0.37
-1.09 -2.91 -0.72
1.78 5.02 -0.79
-0.17 -1.87 0.10
-2.17 0.53 1.70
-0.92 -0.08 -1.33
-0.02 -0.10 0.31
0.77 -0.04 -0.08
-0.30 -0.03 0.00
-0.24 -0.69 -0.33
-0.12 -0.61 0.09
-0.01 -0.64 -0.35
0.31 -0.10 0.29
-0.41 0.36 -0.26
0.33 0.34 0.97
-0.96 -0.52 -1.14
0.51 0.02 0.26
0.04 0.02 0.79
0.45 1.39 1.08
0.29 -1.14 -1.42
-0.78 -1.32 -1.40
0.61 -0.49 0.48
-0.14 -0.08 0.43
0.12 0.01 -0.33
-0.86 0.76 0.04
0.58 -0.11 0.70
0.35 0.92 -0.11
1.12 0.56 -0.52
-0.86 0.94 0.96
-0.15 -0.16 -0.06
-0.43 0.37 -0.04
-0.02 -0.66 0.28
-1.78 0.20 0.41
0.58 -0.48 0.72
0.29 2.61 -2.59
-1.35 -1.42 3.30
1.55 0.48 -0.50
-0.35 -0.33 -1.86
-0.23 0.15 -0.32
0.82 -0.21 -0.12
-0.16 -0.33 -0.13
0.48 -0.75 0.41
-0.37 -0.10 -0.11
0.79 0.14 0.17
-0.12 0.31 0.41
0.12 0.01 0.02
0.02 -0.14 -0.40
0.29 0.53 0.50
-0.56 -0.74 0.16
-0.35 -0.79 0.33
2.04 0.38 0.84
-0.26 -0.98 -0.52
-2.57 2.10 2.32
1.65 -1.36 -0.93
0.76 0.05 -1.73
-0.50 -0.50 0.42
-1.06 0.56 -0.36
-0.08 -0.17 0.01
-0.51 -0.18 -0.75
0.40 0.05 -0.88
0.77 0.65 0.27
-0.24 0.12 0.07
-0.31 -0.73 0.28
0.30 0.16 0.40
0.32 -0.37 0.11
0.17 -0.14 0.16
-0.67 -0.16 0.57
-0.04 1.31 0.32
1.52 -0.85 1.90
-0.86 -0.33 -2.37
-1.43 -1.18 -0.15
0.39 1.05 -0.03
0.21 -0.01 -0.96
0.69 -0.46 0.32
0.10 -0.16 -0.45
0.05 -0.61 -0.87
-0.53 0.22 0.48
0.12 0.42 0.59
0.32 0.07 -0.09
0.00 0.16 -0.19
-0.15 0.17 0.11
0.38 0.15 0.69
-0.16 0.24 0.16

- Frontier orbital gap: 8.514 eV
- Total energy: -171195.6512 eV
- SMILES: O=C1OC[C@@H](F)O1.O=C1OC[C@@H](F)O1.O=C1OC[C@@H](F)O1.COP(=O)(OC)OC.COP(=O)(OC)OC.COP(=O)(OC)OC.COP(=O)(OC)OC.COP(=O)(OC)OC.COC[C@H](C)N.COC[C@H](C)N.COC[C@H](C)N.COC[C@H](C)N
- LUMO level: 0.081 eV
- E_HOMO: -8.43 eV
- Spin multiplicity: 1
- Net charge: 0

# 3
C4H13O4 | ωB97M-V with the def2-TZVPD basis set

Each line ends with the natural charge from an NBO analysis.
Cartesian coordinates (Å):
C1 1.6926 0.8845 -1.2482  -0.049
O1 0.6863 1.2745 -2.1393  -0.779
C2 1.4696 1.3635 0.2196  -0.432
C3 0.1585 0.8429 0.7807  -0.454
C4 0.1199 -0.7221 0.8002  -0.045
O2 -1.0503 -1.2369 0.2777  -0.884
H1 2.5960 1.4049 -1.5768  0.148
H2 1.8709 -0.1753 -1.3614  0.156
H3 1.4407 2.4510 0.1005  0.194
H4 2.2407 1.0959 1.0002  0.188
H5 -0.7094 1.0762 0.1174  0.216
H6 -0.1900 1.2494 1.7333  0.188
H7 1.0256 -1.0529 0.2982  0.121
H8 0.2468 -1.0731 1.8292  0.136
H9 -1.3221 -0.8724 -0.8574  0.490
H10 -1.7107 -2.8048 1.7519  0.471
H11 -2.1011 -1.3984 1.7633  0.501
O3 -2.2811 -2.2378 2.2862  -1.002
H12 -0.1465 0.7171 -2.0658  0.527
H13 -2.4711 -0.2744 -1.7197  0.436
O4 -1.5652 -0.5117 -1.9896  -1.126

Forces on the atoms, in the same order (eV/Å):
0.50 0.37 0.45
-0.99 0.08 0.02
-0.42 -0.01 0.30
-1.66 -0.79 -0.88
-0.10 0.85 0.41
-0.03 -0.06 -0.01
0.14 -0.12 -0.17
0.12 -0.47 0.31
0.06 0.09 0.42
-0.12 0.18 -1.29
0.80 0.14 0.10
0.60 0.14 0.23
0.22 -0.38 -0.45
-0.04 -0.05 0.31
0.74 -0.14 -0.36
-0.14 -0.01 0.03
-0.21 -1.17 0.34
0.05 0.83 -0.09
0.65 0.16 0.09
0.37 0.15 -0.69
-0.55 0.22 0.95

- Frontier orbital gap: 8.568 eV
- Energy above the lowest of the compared OMol25 structures with the same formula, charge and spin: 19.3 kcal/mol
- Total energy: -12549.3950 eV
- LUMO level: 3.907 eV
- E_HOMO: -4.66 eV
- Spin multiplicity: 1
- Net charge: -1

# 4
C3H4N2O2S2 | ωB97M-V with the def2-TZVPD basis set

Each line ends with the natural charge from an NBO analysis.
Cartesian coordinates (Å):
O1 0.7175 -0.6917 3.1938  -0.345
N1 0.3744 -0.7232 2.0259  0.146
C1 0.5289 -0.3414 0.9219  0.292
C2 0.0825 -0.2854 -0.4464  -0.599
S1 -1.8617 -0.2336 -0.5681  0.398
C3 -2.0168 -1.1944 -1.9297  -0.546
S2 -0.8921 -2.2668 -2.4999  -0.006
H1 0.3513 0.5493 -0.9767  0.257
H2 0.5514 -1.1932 -0.9785  0.299
H3 -3.1033 -1.5036 -2.0094  0.244
N2 1.6620 1.0851 3.3591  -0.033
O2 1.5053 1.5690 2.2141  -0.381
H4 2.5823 0.6450 3.5311  0.272

Forces on the atoms, in the same order (eV/Å):
-1.08 -1.44 0.40
1.81 0.75 -0.21
-1.27 0.10 0.51
-1.08 -2.83 0.34
2.27 0.82 0.59
-0.70 -3.40 0.40
-0.90 0.78 -0.78
1.00 2.16 -0.92
-1.35 1.24 0.56
1.03 0.90 -0.66
-1.37 2.37 -1.09
1.16 -1.16 1.83
0.49 -0.30 -0.96

- Frontier orbital gap (spin up / spin down): 7.614 / 7.615 eV
- Energy above the lowest of the compared OMol25 structures with the same formula, charge and spin: 178.6 kcal/mol
- Total energy: -31913.6683 eV
- SMILES: [O-][N+]#CCSC=S.N=O
- LUMO level (spin up / spin down): -1.010 / -1.010 eV
- E_HOMO (spin up / spin down): -8.62 / -8.63 eV
- Spin multiplicity: 1
- Net charge: 0